ORCA calculation (ωB97M-V/def2-TZVPD) on C5H5N as an isolated structure.

XYZ file:
```
11
Properties=species:S:1:pos:R:3:mulliken_charge:R:1
C 1.11408 -0.44794 0.52268 -0.219
C 1.28739 0.46556 -0.44010 -0.816
C -0.11609 0.29425 -0.92131 0.493
N -1.10294 1.24420 -0.38624 -0.618
C -1.36389 0.38908 0.53463 -0.106
C -0.35298 -0.70980 0.33333 -0.600
H 1.80452 -0.93882 1.19437 0.401
H 2.06447 1.19762 -0.63628 0.369
H -0.37499 -0.16665 -1.86460 0.343
H -2.24295 0.40719 1.17350 0.377
H -0.71660 -1.73469 0.49002 0.376
```

lowest unoccupied orbital energy: 0.99 eV
2S+1: 1
Kohn-Sham gap: 10.49 eV
highest occupied orbital energy: -9.5 eV
ΔE to the lowest compared entry with this formula, charge and spin: 345.1 kJ/mol
total charge: 0

---

ORCA calculation (ωB97M-V/def2-TZVPD) on one molecule with the formula C5H5N at a distorted geometry.

XYZ file:
```
11
Properties=species:S:1:pos:R:3:mulliken_charge:R:1
C 0.50483 1.81788 -0.06554 -0.777
C 1.11641 0.66694 0.12203 -0.182
C 0.30803 -0.56464 -0.04576 0.873
C 0.98645 -1.71758 -0.04822 -0.830
C -1.16535 -0.42798 -0.08650 0.159
N -2.27281 0.02595 0.10433 -0.477
H -0.57564 2.16488 -0.24061 0.263
H 1.21881 2.71487 -0.03032 0.206
H 2.21178 0.51854 0.16357 0.211
H 0.41779 -2.60423 -0.04923 0.350
H 2.13472 -1.62340 0.17022 0.202
```

lowest unoccupied orbital energy: 0.21 eV
2S+1: 1
Kohn-Sham gap: 9.85 eV
highest occupied orbital energy: -9.6 eV
SMILES: C=CC(=C)C#N
ΔE to the lowest compared entry with this formula, charge and spin: 233.3 kJ/mol
total charge: 0

---

ORCA calculation (ωB97M-V/def2-TZVPD) on a 2-piece molecular cluster, C5H5N overall at a distorted geometry.

XYZ file:
```
11
Properties=species:S:1:pos:R:3:mulliken_charge:R:1
C -1.65014 -0.15860 3.58218 -0.082
C -1.07443 -0.02432 -0.29500 -0.275
C 0.97255 0.62182 0.38304 -0.364
C 0.20663 -0.68648 -0.13882 -0.355
C -0.31499 0.17395 0.92014 0.168
N -1.87773 -0.10965 4.70643 -0.346
H -1.07030 0.72594 -0.94416 0.190
H -1.95010 -0.73165 -0.48229 0.247
H 1.86310 0.50100 1.02310 0.254
H 0.92767 1.41569 -0.33873 0.190
H 0.43902 -1.67135 -0.21281 0.372
```

lowest unoccupied orbital energy (alpha / beta): -3.49 / -3.49 eV
2S+1: 1
Kohn-Sham gap (alpha / beta): 6.45 / 6.46 eV
highest occupied orbital energy (alpha / beta): -9.9 / -9.9 eV
ΔE to the lowest compared entry with this formula, charge and spin: 866.5 kJ/mol
total charge: 0

---

ORCA calculation (ωB97M-V/def2-TZVPD) on one molecule with the formula C5H5N at a distorted geometry.

XYZ file:
```
11
Properties=species:S:1:pos:R:3:mulliken_charge:R:1
H -1.17016 1.56449 0.29607 0.237
N -2.10040 1.14614 0.33978 -0.610
C -2.11057 -0.10807 0.19608 -0.074
C -0.97865 -0.99924 -0.01931 -0.856
C 0.26734 -0.56459 -0.09199 0.424
C 1.41555 -0.05787 -0.14674 0.898
C 2.63432 0.41776 -0.21147 -1.217
H -3.08481 -0.58783 0.23675 0.347
H -1.18716 -2.05630 -0.12079 0.352
H 2.83078 1.47294 -0.10840 0.241
H 3.48375 -0.22742 -0.36999 0.258
```

lowest unoccupied orbital energy: -0.63 eV
2S+1: 1
Kohn-Sham gap: 8.52 eV
highest occupied orbital energy: -9.2 eV
SMILES: [H]/N=C\C=C=C=C
ΔE to the lowest compared entry with this formula, charge and spin: 298.2 kJ/mol
total charge: 0

---

ORCA calculation (ωB97M-V/def2-TZVPD) on one molecule with the formula C5H5N at a distorted geometry.

XYZ file:
```
11
Properties=species:S:1:pos:R:3:mulliken_charge:R:1
C -1.25048 0.04855 -0.27476 -0.820
C -0.11602 -0.65264 0.43285 -0.677
C 1.16242 -0.70639 0.11501 0.295
C 2.39495 -0.57679 -0.23111 0.402
C 3.63075 0.14566 -0.17233 -0.157
N 3.84576 -0.89292 -0.79237 -0.433
H -1.13427 0.34072 -1.35295 0.307
H -1.48762 0.87349 0.36790 0.255
H -2.05729 -0.76093 -0.43554 0.240
H -0.24865 -0.95218 1.46123 0.304
H 3.88365 1.03802 0.37531 0.283
```

lowest unoccupied orbital energy: 0.97 eV
2S+1: 1
Kohn-Sham gap: 9.54 eV
highest occupied orbital energy: -8.6 eV
SMILES: CC=C=C1C=N1
ΔE to the lowest compared entry with this formula, charge and spin: 492.5 kJ/mol
total charge: 0

---

ORCA calculation (ωB97M-V/def2-TZVPD) on one molecule with the formula C5H5N at a distorted geometry.

XYZ file:
```
11
Properties=species:S:1:pos:R:3:mulliken_charge:R:1
C -1.21382 0.74708 0.21803 0.316
C -0.28469 1.59839 0.00264 -0.388
C -2.05636 -0.40943 0.24265 -0.173
C 0.47677 0.54392 -0.55625 0.153
C 1.53956 -0.17120 0.19885 -0.998
N -1.34303 -1.24309 -0.31701 -0.586
H -3.04073 -0.41838 0.68873 0.340
H 0.45468 0.38331 -1.62780 0.374
H 1.63344 -1.19754 -0.14704 0.324
H 1.34135 -0.16594 1.26824 0.294
H 2.49283 0.33289 0.02895 0.344
```

lowest unoccupied orbital energy (alpha / beta): -0.18 / -0.25 eV
2S+1: 1
Kohn-Sham gap (alpha / beta): 8.47 / 7.61 eV
highest occupied orbital energy (alpha / beta): -8.7 / -7.9 eV
ΔE to the lowest compared entry with this formula, charge and spin: 629.4 kJ/mol
total charge: 0

---

ORCA calculation (ωB97M-V/def2-TZVPD) on one molecule with the formula C5H5N at a distorted geometry.

XYZ file:
```
11
Properties=species:S:1:pos:R:3:mulliken_charge:R:1
C 0.30755 -0.23893 -1.54083 -1.118
C -0.58846 0.12891 -0.38189 0.536
C -1.73325 0.76306 -0.48682 -0.283
C -0.18722 -0.29517 1.03858 -0.622
C 0.34435 0.81623 1.84159 0.305
N 0.72395 1.67751 2.50730 -0.374
H -0.06118 0.15696 -2.49119 0.358
H 0.34501 -1.33294 -1.62481 0.290
H 1.33126 0.13180 -1.39017 0.305
H -1.05103 -0.71746 1.56300 0.335
H 0.56903 -1.08997 0.96524 0.267
```

lowest unoccupied orbital energy: -0.83 eV
2S+1: 1
Kohn-Sham gap: 9.65 eV
highest occupied orbital energy: -10.5 eV
ΔE to the lowest compared entry with this formula, charge and spin: 397.4 kJ/mol
total charge: 0

---

ORCA calculation (ωB97M-V/def2-TZVPD) on one molecule with the formula C5H5N at a distorted geometry.

XYZ file:
```
11
Properties=species:S:1:pos:R:3:mulliken_charge:R:1
C 2.26546 -0.87871 -0.06910 -0.170
C 1.31080 0.02655 -0.08115 -0.383
C -0.08128 0.53554 0.27359 0.719
N -0.41116 1.83455 -0.14296 -0.596
C -1.11617 -0.46225 -0.22259 -0.626
C -1.77996 -1.54248 -0.00640 -0.223
H 3.17748 -1.68232 0.14926 0.311
H -0.42793 0.32687 1.34547 0.145
H -1.31234 2.17917 -0.10306 0.203
H 0.14780 2.71942 0.10854 0.207
H -2.29999 -2.45692 0.13448 0.411
```

lowest unoccupied orbital energy: 0.53 eV
2S+1: 1
Kohn-Sham gap: 9.62 eV
highest occupied orbital energy: -9.1 eV
SMILES: C#CC(N)C#C
ΔE to the lowest compared entry with this formula, charge and spin: 635.6 kJ/mol
total charge: 0

---

ORCA calculation (ωB97M-V/def2-TZVPD) on an isolated ion of composition C5H5N2O and charge +1 at a distorted geometry.

XYZ file:
```
13
Properties=species:S:1:pos:R:3:mulliken_charge:R:1
C 1.70144 1.73838 -0.12322 -0.433
C 1.71868 0.35722 0.01704 0.064
N 0.43048 -0.03593 0.18044 -0.314
C 0.04309 -1.26526 0.04904 0.148
C -1.29408 -1.59300 -0.03293 -0.219
N -2.25736 -0.66764 -0.20907 -0.281
C -2.52228 0.51983 0.06243 0.636
O -3.11496 1.49668 0.17641 -0.213
H 2.66714 2.30251 -0.34095 0.276
H 0.72648 2.13075 0.09039 0.280
H 2.57837 -0.34084 0.15107 0.310
H 0.87552 -2.00916 0.06172 0.339
H -1.55252 -2.63354 -0.08236 0.407
```

lowest unoccupied orbital energy (alpha / beta): -7.31 / -7.31 eV
2S+1: 1
Kohn-Sham gap (alpha / beta): 7.18 / 7.18 eV
highest occupied orbital energy (alpha / beta): -14.5 / -14.5 eV
SMILES: C=C/N=C/C=[N+]=C=O
ΔE to the lowest compared entry with this formula, charge and spin: 179.9 kJ/mol
total charge: +1

---

ORCA calculation (ωB97M-V/def2-TZVPD) on a 2-piece molecular cluster, C5H5N2O4S overall at a distorted geometry.

XYZ file:
```
17
Properties=species:S:1:pos:R:3:mulliken_charge:R:1
C -0.85671 1.22875 0.80831 -0.208
C -0.89124 -0.29832 0.66514 0.523
C 2.91855 -0.78382 0.77860 -0.345
C 2.62382 -0.66193 -0.39561 -0.543
C -0.90955 -0.92035 -0.50659 -0.471
N -0.88208 -0.77271 1.93491 -0.327
N -1.00482 0.06991 2.78192 -0.323
O -1.00917 -0.81744 -3.13285 -0.668
O -1.81821 1.11989 -1.84040 -0.679
O 0.56291 0.55680 -1.90501 -0.676
O -0.97622 1.36799 2.20082 -0.237
S -0.82131 0.04155 -2.03068 1.130
H 0.08936 1.48528 0.49745 0.335
H 3.16315 -0.54784 1.69392 0.463
H -1.60211 1.84042 0.30307 0.277
H 2.38455 -0.85923 -1.41562 0.429
H -0.97089 -2.04896 -0.43736 0.321
```

lowest unoccupied orbital energy: 3.42 eV
2S+1: 1
Kohn-Sham gap: 8.95 eV
highest occupied orbital energy: -5.5 eV
ΔE to the lowest compared entry with this formula, charge and spin: 396.8 kJ/mol
total charge: -1

---

ORCA calculation (ωB97M-V/def2-TZVPD) on a 2-piece molecular cluster, C5H5N3O overall at a distorted geometry.

XYZ file:
```
14
Properties=species:S:1:pos:R:3:mulliken_charge:R:1
C 1.22933 -0.74282 1.74612 0.116
C 2.70285 -0.72037 1.50702 -0.293
C 1.67853 -0.50778 -1.04441 0.405
C -4.08852 1.90498 -0.97854 -0.352
C -4.27162 1.99355 -2.14401 -0.493
N 0.28912 -0.32835 1.00270 -0.493
N 0.54485 -0.22119 -0.41495 -0.039
N 2.56262 -0.64424 -1.75732 -0.406
O 3.48871 -1.65230 1.69927 -0.213
H 1.05793 -0.77151 2.84179 0.346
H -3.62746 1.79714 -0.08863 0.423
H -4.52789 2.20667 -3.11722 0.423
H -0.19632 0.31968 -0.89851 0.254
H 3.15786 -2.63347 1.64671 0.323
```

lowest unoccupied orbital energy: -0.30 eV
2S+1: 1
Kohn-Sham gap: 8.12 eV
highest occupied orbital energy: -8.4 eV
ΔE to the lowest compared entry with this formula, charge and spin: 762.1 kJ/mol
total charge: 0

---

ORCA calculation (ωB97M-V/def2-TZVPD) on C5H5N5 as an isolated structure at a distorted geometry.

XYZ file:
```
15
Properties=species:S:1:pos:R:3:mulliken_charge:R:1
C 0.47341 -1.61312 0.70039 0.249
C -0.00641 1.91006 -0.21657 0.057
C -0.63760 -0.02184 -1.58916 0.068
C -0.19300 -0.38769 1.00281 -0.047
C 0.29031 0.59657 -0.72544 0.633
N 1.02287 -2.61131 0.47499 -0.431
N -0.36423 2.91910 0.23522 -0.469
N -1.27422 -0.56146 -2.39278 -0.464
N -1.48964 -0.40283 1.29960 -0.397
N 1.60769 0.42058 -1.09486 -0.528
H 0.61741 0.34057 1.42134 0.323
H -1.99308 0.33813 1.71646 0.221
H -2.14124 -1.22631 1.03438 0.268
H 1.77505 -0.50610 -1.35392 0.291
H 2.31268 0.80564 -0.51246 0.225
```

lowest unoccupied orbital energy: -0.01 eV
2S+1: 1
Kohn-Sham gap: 8.70 eV
highest occupied orbital energy: -8.7 eV
ΔE to the lowest compared entry with this formula, charge and spin: 406.2 kJ/mol
total charge: 0

---

ORCA calculation (ωB97M-V/def2-TZVPD) on one molecule with the formula C5H5N5O at a distorted geometry.

XYZ file:
```
16
Properties=species:S:1:pos:R:3:mulliken_charge:R:1
N 3.14889 0.49313 -0.10703 -0.455
C 1.73784 0.35595 0.03644 0.377
N 0.87409 1.30331 -0.14844 -0.638
C -0.35918 0.72263 -0.07786 0.530
C -1.56517 1.44798 0.04185 0.419
O -1.38790 2.71270 0.17188 -0.565
N -2.85644 0.60749 -0.08190 -0.461
C -2.58725 -0.64686 0.03491 -0.010
N -1.49182 -1.38366 -0.13763 -0.179
C -0.32454 -0.60061 0.03644 -0.006
N 1.07465 -0.86390 0.30593 -0.397
H 3.60085 -0.30714 0.38428 0.247
H 3.40104 1.36405 -0.34460 0.239
H -3.55298 -1.29284 -0.24549 0.261
H -1.32098 -2.34936 0.40371 0.344
H 1.60888 -1.56287 -0.27249 0.294
```

lowest unoccupied orbital energy: 0.16 eV
2S+1: 1
Kohn-Sham gap: 8.61 eV
highest occupied orbital energy: -8.5 eV
SMILES: Nc1nc2c(=O)nc[nH]c2[nH]1
ΔE to the lowest compared entry with this formula, charge and spin: 264.7 kJ/mol
total charge: 0

---

ORCA calculation (ωB97M-V/def2-TZVPD) on one molecule with the formula C5H5NO at a distorted geometry.

XYZ file:
```
12
Properties=species:S:1:pos:R:3:mulliken_charge:R:1
N -0.97194 1.14351 -2.55587 -0.488
C -0.25403 0.99218 -1.65675 0.082
C 0.60680 0.28416 -0.74917 -0.064
C -0.35444 -0.91010 -0.45083 -0.651
C 0.41803 -0.29454 0.64076 0.101
C -0.14178 0.43446 1.80175 -0.160
O 0.19047 0.17243 2.93141 -0.465
H 1.65700 0.30073 -1.05555 0.365
H -1.39935 -0.58655 -0.48823 0.267
H -0.18918 -1.89025 -0.87105 0.278
H 1.27988 -0.90551 0.89147 0.387
H -0.84147 1.25948 1.56206 0.348
```

lowest unoccupied orbital energy: 0.56 eV
2S+1: 1
Kohn-Sham gap: 10.66 eV
highest occupied orbital energy: -10.1 eV
SMILES: N#C[C@@H]1C[C@@H]1C=O
ΔE to the lowest compared entry with this formula, charge and spin: 249.1 kJ/mol
total charge: 0

---

ORCA calculation (ωB97M-V/def2-TZVPD) on a 2-piece molecular cluster, C5H5NO overall at a distorted geometry.

XYZ file:
```
12
Properties=species:S:1:pos:R:3:mulliken_charge:R:1
C 0.08925 -0.93106 -1.26449 -0.474
C -0.69047 0.42881 -1.24613 -0.243
C 0.13004 1.10061 -0.20496 -0.251
C -0.46565 0.51481 1.07298 -0.399
C -0.51769 -0.47609 0.01812 0.194
N 0.77065 -0.08104 2.71053 0.076
O 1.60919 -0.82116 2.33940 -0.209
H -0.48445 -1.69240 -1.63471 0.251
H 1.11495 -0.90873 -1.43107 0.229
H -1.48208 0.88601 -1.86505 0.334
H 1.16029 1.21331 -0.21297 0.176
H -1.23401 0.76694 1.71835 0.318
```

lowest unoccupied orbital energy (alpha / beta): 0.10 / 0.01 eV
2S+1: 1
Kohn-Sham gap (alpha / beta): 7.65 / 7.79 eV
highest occupied orbital energy (alpha / beta): -7.5 / -7.8 eV
ΔE to the lowest compared entry with this formula, charge and spin: 915.1 kJ/mol
total charge: 0

---

ORCA calculation (ωB97M-V/def2-TZVPD) on C5H5NO as an isolated structure at a distorted geometry.

XYZ file:
```
12
Properties=species:S:1:pos:R:3:mulliken_charge:R:1
N -1.39217 -0.56896 -0.93431 -0.161
C -0.68665 0.04991 -1.75106 -0.388
C 0.54013 0.56968 -0.97121 0.284
O -0.02969 1.56760 -0.08493 -0.391
C 0.17482 0.67844 1.01105 -0.052
C -0.43410 -0.65627 0.77460 -0.468
C 0.87756 -0.37724 0.19182 -0.585
H 1.36411 0.97560 -1.56022 0.370
H 0.43883 1.14772 1.95680 0.377
H -0.49854 -1.33676 1.64160 0.346
H -2.14334 -1.10123 -0.57656 0.269
H 1.78904 -0.94849 0.30242 0.399
```

lowest unoccupied orbital energy: 0.95 eV
2S+1: 1
Kohn-Sham gap: 9.08 eV
highest occupied orbital energy: -8.1 eV
ΔE to the lowest compared entry with this formula, charge and spin: 598.9 kJ/mol
total charge: 0

---

ORCA calculation (ωB97M-V/def2-TZVPD) on one molecule with the formula C5H5NO at a distorted geometry.

XYZ file:
```
12
Properties=species:S:1:pos:R:3:mulliken_charge:R:1
O 0.49008 -2.02527 -1.49583 -0.685
C 0.50049 -1.07858 -0.64672 0.571
C -0.67101 -1.19245 0.26996 -0.566
C -0.33162 0.98236 0.03964 -0.351
C 0.70419 0.41065 -0.67699 -0.451
C -0.16670 2.14246 0.87144 0.269
N -0.00827 3.05551 1.56726 -0.386
H -1.62777 -1.42249 -0.20110 0.390
H -0.56794 -1.48929 1.31461 0.292
H -1.35923 0.76168 -0.25055 0.375
H 1.38730 -1.03698 0.11611 0.129
H 1.65047 0.89240 -0.90782 0.414
```

lowest unoccupied orbital energy (alpha / beta): -1.57 / -1.57 eV
2S+1: 1
Kohn-Sham gap (alpha / beta): 7.76 / 7.77 eV
highest occupied orbital energy (alpha / beta): -9.3 / -9.3 eV
ΔE to the lowest compared entry with this formula, charge and spin: 579.9 kJ/mol
total charge: 0

---

ORCA calculation (ωB97M-V/def2-TZVPD) on one molecule with the formula C5H5NO at a distorted geometry.

XYZ file:
```
12
Properties=species:S:1:pos:R:3:mulliken_charge:R:1
O 1.89620 -1.13497 -0.12761 -0.460
C 0.72746 -0.50497 -0.07841 0.938
C -0.39788 -1.03673 0.42771 -0.477
C -1.53719 -0.12155 0.59045 -0.250
N -1.39467 1.18899 0.27332 -0.532
C -0.27305 1.57070 -0.42368 -0.272
C 0.84128 0.86005 -0.52937 -0.342
H 1.89723 -1.98976 0.11380 0.280
H -0.46200 -2.09207 0.81356 0.234
H -2.66947 -0.42236 0.83395 0.267
H -0.45574 2.62157 -0.78671 0.334
H 1.82784 1.06110 -1.10701 0.282
```

lowest unoccupied orbital energy: 0.74 eV
2S+1: 1
Kohn-Sham gap: 10.07 eV
highest occupied orbital energy: -9.3 eV
SMILES: Oc1ccncc1
ΔE to the lowest compared entry with this formula, charge and spin: 117.4 kJ/mol
total charge: 0

---

Respective E_tot values: -6752.3317 -6753.4899 -6746.9273 -6752.8174 -6750.8030 -6749.3843 -6751.7896 -6749.3204 -10283.2723 -27268.0453 -11775.8224 -12713.3677 -14761.5614 -8800.8370 -8793.9346 -8797.2120 -8797.4092 -8802.2026 eV.